{
  "formula": "C38H27BCl2F4N5O2V",
  "method": "ωB97M-V/def2-TZVPD",
  "species": ["V", "C", "C", "N", "C", "C", "C", "C", "C", "C", "C", "N", "C", "C", "C", "C", "C", "C", "C", "C", "N", "C", "H", "H", "H", "H", "H", "H", "H", "H", "H", "H", "H", "H", "N", "C", "C", "C", "C", "C", "C", "H", "H", "H", "H", "H", "F", "B", "F", "F", "F", "Cl", "C", "C", "C", "C", "C", "Cl", "C", "N", "C", "C", "C", "C", "C", "C", "C", "C", "O", "O", "H", "H", "H", "H", "H", "H", "H", "H", "H", "H"],
  "xyz": [[-0.1229, -0.8273, 1.0152], [-0.8185, -5.1461, 0.3720], [-0.9294, -3.8288, 0.8529], [0.0107, -2.9364, 0.6561], [1.1588, -3.2788, 0.0015], [1.3321, -4.5603, -0.5444], [0.2945, -5.4995, -0.3311], [2.4911, -4.8329, -1.3096], [3.3925, -3.8290, -1.5220], [3.2371, -2.5498, -0.9508], [2.1597, -2.2554, -0.1337], [1.8541, -1.0793, 0.5102], [2.6913, -0.0132, 0.6530], [4.0784, 0.0299, 0.5969], [4.7818, 1.2278, 0.8187], [4.1503, 2.4075, 1.1042], [2.7404, 2.4140, 1.1990], [1.9831, 3.5592, 1.5337], [0.6226, 3.4824, 1.6256], [-0.0085, 2.2524, 1.3726], [0.6712, 1.1740, 1.0665], [2.0313, 1.2201, 0.9727], [-1.6457, -5.8246, 0.5216], [-1.8233, -3.5044, 1.3659], [0.3941, -6.4931, -0.7530], [2.6271, -5.8177, -1.7387], [4.2611, -4.0092, -2.1443], [3.9677, -1.7930, -1.1890], [4.6455, -0.8720, 0.4297], [5.8641, 1.2000, 0.7653], [4.7028, 3.3238, 1.2701], [2.5015, 4.4934, 1.7181], [0.0223, 4.3458, 1.8737], [-1.0848, 2.1408, 1.4201], [-0.4873, -0.9674, 2.6329], [-1.1340, -0.9949, 3.8423], [-0.4937, -0.5574, 5.0085], [-1.1589, -0.5832, 6.2227], [-2.4643, -1.0525, 6.2996], [-3.1032, -1.4949, 5.1469], [-2.4531, -1.4663, 3.9252], [0.5276, -0.2048, 4.9341], [-0.6547, -0.2389, 7.1179], [-2.9799, -1.0744, 7.2515], [-4.1200, -1.8640, 5.1976], [-2.9457, -1.8008, 3.0190], [-4.3087, -3.4471, 1.0746], [-4.0813, -3.3351, -0.3149], [-2.8888, -2.5815, -0.4933], [-5.1438, -2.6721, -0.9385], [-3.8948, -4.6159, -0.8648], [-0.7597, 4.5552, -1.2401], [0.7325, 3.8642, -1.8007], [1.8742, 4.6409, -1.6653], [3.1205, 4.1102, -1.9352], [3.2195, 2.7824, -2.3226], [2.0779, 2.0274, -2.4890], [2.2489, 0.3704, -2.9782], [0.7805, 2.5426, -2.2736], [-0.3096, 1.7212, -2.4486], [-1.5620, 2.0554, -2.9766], [-1.6990, 3.1605, -3.8144], [-2.9383, 3.5418, -4.2997], [-4.0640, 2.8126, -3.9614], [-3.9220, 1.6806, -3.1710], [-2.6895, 1.2627, -2.6856], [-2.6415, -0.0791, -1.9796], [-1.6502, -0.2683, -0.8579], [-1.9294, 0.0244, 0.3353], [-0.5023, -0.7531, -1.1100], [1.7653, 5.6561, -1.3076], [4.0111, 4.7114, -1.8125], [4.1809, 2.3202, -2.4981], [-0.1230, 0.7343, -2.2962], [-0.8172, 3.7304, -4.0790], [-3.0175, 4.4117, -4.9399], [-5.0421, 3.1078, -4.3189], [-4.7924, 1.0834, -2.9265], [-2.3765, -0.8417, -2.7166], [-3.6250, -0.3347, -1.5904]],
  "atomic_forces_ev_per_a": [[0.39, 0.01, 0.29], [0.02, -0.07, -0.03], [0.02, 0.03, -0.04], [-0.02, 0.23, -0.01], [-0.08, -0.02, -0.01], [-0.04, 0.07, 0.04], [-0.02, 0.02, 0.02], [0.05, 0.02, -0.02], [-0.03, -0.06, 0.00], [0.07, 0.04, 0.07], [-0.11, -0.10, -0.08], [-0.13, -0.11, 0.02], [0.11, 0.00, 0.00], [-0.01, -0.07, -0.01], [-0.02, 0.08, 0.01], [0.08, -0.03, -0.01], [-0.07, -0.05, 0.01], [-0.05, -0.02, 0.01], [0.07, 0.03, 0.02], [0.01, -0.01, -0.01], [-0.05, -0.20, -0.13], [-0.17, 0.20, 0.05], [0.00, 0.00, 0.00], [0.01, 0.00, 0.00], [-0.01, 0.00, 0.00], [0.00, 0.01, -0.01], [0.00, -0.01, 0.00], [0.00, 0.02, 0.03], [-0.02, -0.01, -0.01], [0.00, 0.01, 0.01], [0.00, -0.01, 0.00], [-0.01, 0.00, 0.00], [0.00, 0.00, 0.00], [0.00, 0.00, 0.00], [0.13, 0.28, -0.32], [-0.15, -0.15, 0.11], [0.03, -0.01, -0.07], [-0.01, 0.00, 0.02], [0.00, 0.00, 0.00], [-0.01, 0.00, 0.00], [0.05, 0.01, -0.04], [0.00, 0.01, 0.01], [0.00, 0.00, -0.01], [0.00, 0.00, 0.00], [0.00, 0.00, -0.01], [-0.02, 0.00, 0.01], [0.00, -0.02, 0.02], [0.05, 0.00, 0.08], [-0.06, 0.01, -0.21], [0.01, -0.01, 0.00], [-0.02, 0.03, 0.03], [-0.01, -0.01, -0.06], [0.00, -0.02, 0.04], [-0.03, 0.02, -0.02], [0.00, -0.02, 0.00], [0.02, 0.01, 0.02], [-0.05, 0.02, -0.03], [-0.01, 0.00, 0.01], [0.12, 0.04, -0.01], [0.03, -0.17, 0.09], [-0.17, 0.06, -0.03], [-0.01, 0.01, -0.01], [0.06, 0.03, 0.00], [-0.05, -0.05, 0.03], [-0.04, 0.01, -0.08], [0.12, 0.02, 0.11], [0.16, -0.01, -0.05], [0.01, 0.01, -0.12], [0.09, -0.13, 0.14], [-0.14, 0.05, 0.10], [0.00, 0.00, 0.00], [0.00, 0.00, 0.00], [0.00, 0.00, 0.00], [-0.04, 0.01, 0.01], [0.01, 0.00, 0.01], [0.01, 0.00, 0.00], [0.00, -0.01, 0.00], [0.00, 0.00, 0.00], [-0.07, -0.03, 0.01], [-0.01, 0.02, 0.01]],
  "spin_multiplicity": 2,
  "homo_energy_ha": [-0.1759, -0.1778],
  "lumo_energy_ev": [2.0, 2.0],
  "charge": -1,
  "relative_energy_kj_mol": 25.2,
  "energy_ev": -113682.957
}